--- A ---
The following is a DFT calculation (ωB97M-V/def2-TZVPD) of a cluster of 2 separate species, C2H8OS in total.

Computed properties:
SMILES = CCO.S
Orbital gap = 10.737 eV
HOMO level = -9.931 eV
Lowest unoccupied orbital energy = 0.02962 Eh

Atoms and positions in Å:
S  -0.3593  2.4433  0.3765
O  -0.6522  -1.4185  0.6331
C  1.0494  -1.5171  -1.1639
C  0.2370  -2.2486  -0.1069
H  -1.1183  1.7289  -0.4622
H  -0.3729  -3.0132  -0.5770
H  0.3960  -0.8941  -1.7766
H  0.9123  -2.7405  0.5953
H  1.7595  -0.8400  -0.6971
H  1.5522  -2.2538  -1.7898
H  0.6869  2.3951  -0.4582
H  -0.1309  -0.6850  0.9815


--- B ---
The following is a DFT calculation (ωB97M-V/def2-TZVPD) of a structure of composition C2H8OS.

Computed properties:
Orbital gap = 6.995 eV
HOMO level = -8.790 eV
Lowest unoccupied orbital energy = -0.06596 Eh

Atoms and positions in Å:
S  -0.0070  -0.9033  -0.8791
O  0.8968  0.2634  -5.0541
C  -1.0981  -1.3796  1.4378
C  -0.3976  -0.1393  0.8154
H  -2.0572  -1.8451  1.2964
H  0.5503  0.9354  -4.5666
H  1.1804  -0.4298  -4.3400
H  0.9626  2.6056  3.2923
H  0.5158  0.1084  1.3418
H  0.9851  1.9878  3.7817
H  -0.4627  -2.0024  2.0704
H  -1.0685  0.7990  0.8041


From most stable to least stable, the computed energies give A, B.


--- A ---
The following is a DFT calculation (ωB97M-V/def2-TZVPD) of a cluster of 2 separate species, C2H8OS in total.

Computed properties:
SMILES = CO.CS
Orbital gap = 9.960 eV
HOMO level = -9.174 eV
Lowest unoccupied orbital energy = 0.02891 Eh

Atoms and positions in Å:
S  0.1634  3.2975  -1.4852
O  -0.1242  -3.9627  1.9736
C  1.2740  -4.1740  1.8655
C  -1.3850  4.0434  -2.0605
H  1.7215  -4.0095  2.8112
H  -0.3999  -3.2197  1.4293
H  -1.2600  5.1008  -2.2939
H  0.5406  4.2635  -0.6372
H  -2.2579  3.9157  -1.4268
H  1.8437  -3.5537  1.1709
H  -1.5427  3.5354  -3.0055
H  1.4265  -5.2365  1.6584


--- B ---
The following is a DFT calculation (ωB97M-V/def2-TZVPD) of a cluster of 2 separate species, C2H8OS in total.

Computed properties:
SMILES = CO.CS
Orbital gap = 9.425 eV
HOMO level = -8.633 eV
Lowest unoccupied orbital energy = 0.02910 Eh

Atoms and positions in Å:
S  0.1266  0.4325  -1.7366
O  -0.8029  0.7318  1.4743
C  0.2398  0.8265  2.3381
C  0.0351  -1.2050  -2.7037
H  -1.6200  0.6222  1.9401
H  -0.2207  -1.9758  -2.0281
H  1.2017  0.6693  1.8314
H  -0.7743  -1.0361  -3.4790
H  0.2964  0.5573  -0.3470
H  0.9352  -1.5899  -3.2352
H  0.2736  0.1108  3.1760
H  0.3095  1.8564  2.7696


--- C ---
The following is a DFT calculation (ωB97M-V/def2-TZVPD) of a cluster of 2 separate species, C2H8OS in total.

Computed properties:
SMILES = CSC.O
Orbital gap = 9.363 eV
HOMO level = -8.660 eV
Lowest unoccupied orbital energy = 0.02583 Eh

Atoms and positions in Å:
S  -1.1103  0.4494  0.8864
O  1.8759  -0.7549  -1.7624
C  -0.5950  0.7458  -0.9002
C  0.2339  -0.7131  1.2559
H  0.0332  -1.2204  2.2521
H  0.7150  -1.5582  0.5124
H  0.4401  1.1679  -0.9234
H  2.8522  -0.7539  -1.6461
H  -0.8078  -0.2131  -1.4852
H  1.2582  -0.2866  1.4344
H  1.7201  0.0083  -1.2043
H  -1.2868  1.5098  -1.1581


From most stable to least stable, the computed energies give A, C, B.


--- A ---
The following is a DFT calculation (ωB97M-V/def2-TZVPD) of a structure of composition C2H5N5O.

Computed properties:
Orbital gap = 9.287 eV
HOMO level = -9.205 eV
Lowest unoccupied orbital energy = 0.00304 Eh

Atoms and positions in Å:
O  -1.0155  1.0120  -0.6834
N  -0.8699  -1.2400  0.0000
N  1.5265  -1.0712  -0.0660
N  -2.9220  -0.2498  0.2958
N  0.9077  1.3525  0.5344
N  0.2926  0.7109  -0.6985
C  -1.6846  -0.1643  -0.1135
C  0.2533  -0.6657  -0.3966
H  2.1228  1.6448  0.5583
H  1.7108  -2.0688  -0.0169
H  2.3691  -0.6497  -0.7529
H  0.6998  0.6418  1.5282
H  -3.3906  0.7476  -0.1890


--- B ---
The following is a DFT calculation (ωB97M-V/def2-TZVPD) of the molecule C2H5N5O.

Computed properties:
SMILES = Nc1nnc(N)n1O
Orbital gap = 8.642 eV
HOMO level = -8.441 eV
Lowest unoccupied orbital energy = 0.00739 Eh

Atoms and positions in Å:
O  1.2750  -0.9715  -1.1288
N  0.2982  -0.2842  -0.2954
N  -1.1592  1.3993  0.4356
N  -0.4074  0.8683  1.5093
N  1.2098  -0.9595  1.8935
N  -1.2007  0.9287  -1.8005
C  -0.6851  0.7735  -0.5825
C  0.3280  -0.1316  1.0744
H  0.8385  -1.2499  2.8393
H  -1.9844  1.6408  -1.7704
H  -1.8748  0.1627  -2.2931
H  2.1778  -0.4204  -1.1593
H  1.1843  -1.7561  1.2778


--- C ---
The following is a DFT calculation (ωB97M-V/def2-TZVPD) of the molecule C2H5N5O.

Computed properties:
SMILES = [H]/N=C1/NN=C(N)ON1
Orbital gap = 8.745 eV
HOMO level = -7.903 eV
Lowest unoccupied orbital energy = 0.03096 Eh

Atoms and positions in Å:
O  -0.1758  1.0099  -0.7129
N  0.2112  -1.0754  0.8067
N  -0.6822  -1.2699  -0.0940
N  -1.9205  -0.0593  -1.7780
N  2.0210  -0.0431  1.6435
N  0.2901  1.3085  0.6201
C  0.9082  0.0973  1.0919
C  -0.9150  -0.2107  -0.8129
H  -2.1720  -1.0549  -1.8926
H  0.5445  -1.9034  1.3541
H  1.0150  1.9697  0.4000
H  2.5480  0.8200  2.0219
H  -1.6725  0.4114  -2.6478


--- D ---
The following is a DFT calculation (ωB97M-V/def2-TZVPD) of a structure of composition C2H5N5O.

Computed properties:
Orbital gap = 9.335 eV
HOMO level = -9.231 eV
Lowest unoccupied orbital energy = 0.00383 Eh

Atoms and positions in Å:
O  -0.4214  -1.1465  -0.0504
N  1.7832  -1.4169  -0.0193
N  -0.7402  1.1057  -0.4607
N  1.7456  1.4943  0.0597
N  -2.7627  -0.1333  -0.0901
N  0.8950  -0.4906  -0.4595
C  -1.3640  0.0225  -0.2693
C  0.7177  0.8487  -0.0695
H  -3.0637  0.7921  0.3848
H  2.4299  -1.0402  0.7769
H  1.5566  2.5272  0.3339
H  -3.1590  -0.9828  0.8360
H  2.3829  -1.5802  -0.9726


From most stable to least stable, the computed energies give C, B, D, A.


--- A ---
The following is a DFT calculation (ωB97M-V/def2-TZVPD) of a cluster of 3 separate species, C2H11N2O2 in total.

Computed properties:
Charge = +1
Orbital gap = 10.668 eV
HOMO level = -14.418 eV
Lowest unoccupied orbital energy = -0.13779 Eh

Atoms and positions in Å:
O  0.5417  -3.0304  1.2512
O  1.6512  -0.5740  0.4367
N  0.3199  0.3481  -2.0873
N  -0.6103  0.9798  -0.0644
C  -0.4393  1.1394  -1.3611
C  -1.5785  1.7971  0.6761
H  0.1666  0.4963  0.3974
H  0.6989  -0.4596  -1.6022
H  1.1642  -3.6896  1.5920
H  0.3850  0.5123  -3.0770
H  1.3705  -1.4927  0.6037
H  2.5269  -0.4846  0.8252
H  -2.4215  1.1603  0.9625
H  -0.3982  2.1952  -1.6665
H  -1.9617  2.5624  0.0090
H  -1.1157  2.0084  1.6375
H  -0.2996  -3.4683  1.4672


--- B ---
The following is a DFT calculation (ωB97M-V/def2-TZVPD) of a cluster of 3 separate species, C2H11N2O2 in total.

Computed properties:
Charge = +1
Orbital gap = 8.525 eV
HOMO level = -12.390 eV
Lowest unoccupied orbital energy = -0.14206 Eh

Atoms and positions in Å:
O  -1.9896  1.4132  1.9820
O  1.5647  2.0472  -0.4002
N  0.4245  -1.8339  -2.1619
N  0.0298  -0.2047  0.9096
C  -0.2095  -1.2824  -0.0163
C  -0.3736  -1.2302  -1.3434
H  -1.2862  -0.8268  -1.6388
H  -1.8683  1.0989  2.9315
H  -2.0897  2.3970  2.0320
H  0.3988  -2.7350  -2.6028
H  2.2173  2.3574  0.2149
H  0.7113  0.4299  0.5754
H  0.5561  -0.5893  1.6664
H  2.0983  1.9311  -1.2349
H  -0.1548  -2.2100  0.5072
H  0.7134  -1.1505  -2.8413
H  -0.7426  0.3879  1.4205


--- C ---
The following is a DFT calculation (ωB97M-V/def2-TZVPD) of a cluster of 3 separate species, C2H11N2O2 in total.

Computed properties:
Charge = +1
Orbital gap = 11.304 eV
HOMO level = -14.726 eV
Lowest unoccupied orbital energy = -0.12574 Eh

Atoms and positions in Å:
O  0.7744  1.4442  -0.3474
O  3.1629  2.3564  -1.6280
N  -1.0719  -1.6457  -1.2832
N  -0.9164  -0.6555  0.8317
C  -1.2528  -1.6462  0.0395
C  -1.2173  -0.6434  2.2416
H  -1.6996  -2.1645  -1.8639
H  1.6264  1.5482  -0.7484
H  -1.7781  -2.5049  0.6412
H  0.3474  2.3397  -0.2230
H  -0.5014  0.0133  0.1695
H  3.2589  2.9435  -2.3844
H  -0.6384  0.2164  2.8277
H  3.7690  1.6034  -1.6846
H  -0.3931  -1.0084  -1.7305
H  -1.1302  -1.5840  2.7299
H  -2.3398  -0.6124  2.4124


--- D ---
The following is a DFT calculation (ωB97M-V/def2-TZVPD) of a cluster of 3 separate species, C2H11N2O2 in total.

Computed properties:
Charge = +1
Orbital gap = 10.254 eV
HOMO level = -14.809 eV
Lowest unoccupied orbital energy = -0.16739 Eh

Atoms and positions in Å:
O  0.9720  -1.3485  3.0311
O  -1.4706  0.6230  -3.5844
N  1.0133  1.4323  1.4379
N  0.5205  -0.0109  -0.3619
C  -0.4523  -0.9758  -0.8830
C  0.1826  0.6362  0.7257
H  -1.8990  1.4643  -3.3826
H  -1.0051  0.8668  -4.3952
H  0.8742  2.4290  1.3157
H  0.0342  -1.9561  -0.8514
H  0.7362  -0.7859  3.7760
H  1.5973  1.0163  2.1821
H  -0.6827  -0.9826  -1.9883
H  -0.9117  0.8271  0.9047
H  1.4874  -0.1559  -0.6083
H  -1.4097  -0.9491  -0.4106
H  0.4133  -2.1301  3.0925


From most stable to least stable, the computed energies give A, C, D, B.


--- A ---
The following is a DFT calculation (ωB97M-V/def2-TZVPD) of the ion C3H7N5 with charge +2.

Computed properties:
Charge = +2
Orbital gap = 8.855 eV
HOMO level = -18.345 eV
Lowest unoccupied orbital energy = -0.34873 Eh

Atoms and positions in Å:
N  -0.4513  1.4133  -0.0108
N  0.7619  -1.3416  0.7531
N  0.4605  -1.2892  3.0167
N  0.6743  -1.2531  1.9299
N  -0.3407  -0.3816  -1.2815
C  -0.9094  0.9284  -1.3797
C  0.9013  -0.2823  -0.2468
C  0.6143  1.0199  0.5270
H  -0.8748  -1.1303  -0.8449
H  -0.5581  1.5977  -2.2060
H  1.8892  -0.5432  -0.7857
H  -2.0367  0.9420  -1.5774
H  0.8537  -1.2635  3.9712
H  -0.8559  2.2566  0.3818
H  -0.1282  -0.6732  -2.2469


--- B ---
The following is a DFT calculation (ωB97M-V/def2-TZVPD) of the ion C3H7N5 with charge +2.

Computed properties:
Charge = +2
Orbital gap = 7.999 eV
HOMO level = -19.395 eV
Lowest unoccupied orbital energy = -0.41879 Eh

Atoms and positions in Å:
N  -1.9566  -0.3557  -0.1925
N  0.0703  -0.9358  0.8699
N  1.3275  0.6101  -0.3784
N  -2.0680  0.1360  -1.2893
N  -1.3903  1.0314  -1.7957
C  1.4812  -0.3917  0.5832
C  0.0987  0.9754  -0.4475
C  -0.8285  0.2470  0.5750
H  -1.2797  1.0869  -2.8183
H  0.0239  -1.1516  1.8781
H  -0.3258  -1.8739  0.4517
H  2.1792  -1.1499  0.4100
H  2.0591  1.1241  -1.0154
H  -1.1255  0.7772  1.5545
H  1.7346  -0.1296  1.6147


From most stable to least stable, the computed energies give A, B.


--- A ---
The following is a DFT calculation (ωB97M-V/def2-TZVPD) of a cluster of 2 separate species, C5H15N5 in total.

Computed properties:
Charge = +2
Orbital gap = 10.055 eV
HOMO level = -16.718 eV
Lowest unoccupied orbital energy = -0.24485 Eh

Atoms and positions in Å:
N  3.1467  -0.5472  -0.0919
N  -3.0781  -1.7328  0.0619
N  4.3094  -0.8130  0.5618
N  0.2994  0.4393  -0.2259
N  -1.2134  -0.7535  -1.5114
C  -1.8606  0.2866  0.6777
C  -2.8450  -0.8572  0.9326
C  0.8661  1.5006  -0.6091
C  -2.4804  1.6643  0.2210
C  -0.8811  -0.0799  -0.4726
H  -1.1917  0.2594  1.6519
H  -2.2125  -1.2943  -1.2722
H  2.4959  -1.2931  -0.0132
H  3.3661  -0.1742  -1.0204
H  5.1236  -1.1591  0.1021
H  4.8103  0.0510  0.8524
H  -2.4703  2.3244  1.1634
H  -3.6804  -2.5339  0.1258
H  4.0231  -1.3110  1.3675
H  0.6866  2.1478  -1.4291
H  1.7542  1.8540  -0.0262
H  -3.1794  -0.7377  1.8901
H  -3.4521  1.6405  -0.2896
H  -0.4916  -1.0949  -2.1511
H  -1.8447  2.2137  -0.4955


--- B ---
The following is a DFT calculation (ωB97M-V/def2-TZVPD) of a cluster of 2 separate species, C5H15N5 in total.

Computed properties:
Charge = +2
Orbital gap = 6.878 eV
HOMO level = -15.767 eV
Lowest unoccupied orbital energy = -0.32667 Eh

Atoms and positions in Å:
N  0.6365  -0.5151  -0.0792
N  0.9123  0.7789  0.4484
N  2.3387  0.9469  0.5541
N  1.9317  -2.4982  -0.1733
N  2.8320  -0.3426  0.2146
C  2.7041  2.0299  -0.4013
C  -4.1113  0.5667  -0.5166
C  -2.8713  -0.0686  -0.4058
C  -2.4829  -0.9629  0.5729
C  1.7588  -1.1782  -0.0411
H  -3.0667  -0.7492  1.4626
H  2.5796  1.1778  1.6240
H  1.9501  2.8236  -0.4517
H  3.7572  -0.6074  0.5487
H  2.9067  -2.6718  -0.2153
H  0.2077  0.9036  1.2344
H  -4.6945  -0.2625  -1.0655
H  -2.1975  0.1087  -1.2085
H  -1.4596  -0.7610  0.6352
H  3.6245  2.4485  -0.0755
H  1.1656  -3.0289  -0.7293
H  -4.5970  0.8699  0.2917
H  2.6255  1.6723  -1.4320
H  -2.4321  -2.1238  0.4050
H  -4.0185  1.4434  -1.1967


From most stable to least stable, the computed energies give A, B.